[1]
Formula: C23H56N5O2
Source: OMol25
Level of theory: ωB97M-V/def2-TZVPD

For the gap between HOMO and LUMO, the calculation gives 6.8 eV. Its total charge is -1. For the total energy, the calculation gives -36304.895 eV. For the HOMO energy, the calculation gives -4.1124 eV.

The geometry in XYZ format:
```
86
Properties=species:S:1:pos:R:3:forces:R:3:lowdin_charge:R:1
C -0.363488 2.767867 1.921901 -0.03 -0.22 0.10 -0.105
C -0.328070 1.410163 2.621067 -0.24 0.16 -0.02 -0.238
C -0.942879 1.417124 4.023312 0.17 0.25 0.02 -0.234
N 0.009442 1.758863 5.090911 -0.04 -0.15 -0.26 -0.086
N 1.085327 0.816592 5.246417 -0.22 0.18 0.50 -0.085
C 2.388842 1.411368 4.935192 0.19 0.18 -0.14 -0.160
C 2.724809 1.266894 3.440926 -0.41 0.59 0.34 -0.760
O 2.832778 2.319259 2.781452 0.39 0.10 -0.25 -0.061
O 2.698444 0.090414 3.024233 0.21 -0.77 -0.31 -0.083
H -1.376862 3.181806 1.929296 0.00 0.07 -0.01 0.059
H 0.325401 3.456658 2.410650 -0.02 0.03 -0.04 0.071
H -0.056776 2.643352 0.881934 0.08 0.13 -0.01 0.057
H 0.703403 1.078400 2.653258 -0.05 -0.22 -0.02 0.064
H -0.866054 0.678140 2.011253 -0.07 -0.01 -0.02 0.083
H -1.717622 2.192063 4.053653 -0.06 -0.06 0.08 0.102
H -1.457741 0.461995 4.221015 0.16 -0.13 0.01 0.090
H -0.491695 1.732795 5.971022 -0.06 0.07 -0.06 0.086
H 0.940922 0.028575 4.626431 0.10 -0.12 -0.12 0.086
H 3.157446 0.912460 5.532593 -0.03 -0.07 0.02 0.095
H 2.365395 2.468685 5.191639 -0.10 -0.05 0.14 0.097
C 2.655346 -0.238143 -0.164505 -0.03 0.12 0.00 -0.077
C 2.024984 -1.593225 0.081966 -0.01 0.01 0.00 -0.252
N 1.785070 -2.364257 -1.138194 -0.04 0.00 0.06 -0.197
C 0.935830 -3.517971 -0.937479 -0.13 -0.03 0.00 -0.260
C 1.449827 -4.668741 -0.059655 -0.02 -0.03 -0.03 -0.083
C 2.940931 -2.562531 -1.986331 0.10 0.00 -0.12 -0.258
C 4.166446 -3.261672 -1.377713 0.01 -0.02 -0.06 -0.085
H 2.057937 0.340886 -0.872308 -0.03 0.01 -0.08 0.059
H 2.696317 0.295755 0.785676 0.06 0.02 0.02 0.049
H 3.675064 -0.312202 -0.550704 0.00 -0.03 0.00 0.070
H 1.051391 -1.437404 0.555373 -0.01 -0.02 0.03 0.114
H 2.634433 -2.132871 0.820040 0.00 -0.01 0.00 0.106
H 0.660918 -3.918261 -1.920141 0.03 0.01 -0.01 0.109
H 0.004974 -3.146935 -0.495258 0.04 0.04 0.02 0.082
H 2.199400 -5.271773 -0.572834 0.03 0.03 0.02 0.051
H 0.620270 -5.331919 0.199893 0.00 0.00 -0.01 0.062
H 1.881829 -4.301695 0.871171 0.01 0.03 0.01 0.070
H 3.256712 -1.582206 -2.350872 0.00 0.02 0.04 0.097
H 2.610822 -3.114724 -2.872573 -0.01 -0.03 0.02 0.108
H 4.390244 -2.876432 -0.382645 -0.01 0.03 0.00 0.069
H 5.043548 -3.081040 -2.003805 0.00 -0.01 -0.01 0.066
H 4.034379 -4.341382 -1.303563 -0.02 0.02 0.05 0.049
C -5.931977 -1.487855 1.799205 -0.04 -0.02 0.00 -0.094
C -5.242356 -2.463475 0.857770 -0.03 -0.02 0.04 -0.283
N -4.145426 -1.866120 0.122149 -0.04 0.03 -0.01 -0.201
C -3.660142 -2.696300 -0.963363 0.02 -0.04 -0.13 -0.249
C -3.008677 -4.035554 -0.599140 0.07 -0.01 -0.08 -0.084
C -3.116250 -1.230081 0.933500 0.11 0.06 0.10 -0.239
C -2.398201 -2.094206 1.979061 0.02 0.04 -0.01 -0.068
H -6.265388 -0.600669 1.259206 0.03 0.02 -0.01 0.078
H -6.803613 -1.965509 2.249845 -0.01 0.00 0.00 0.069
H -5.278446 -1.169431 2.611227 0.01 0.00 0.00 0.064
H -5.970954 -2.809417 0.118151 0.02 -0.03 -0.01 0.114
H -4.942350 -3.354990 1.433529 0.00 0.02 0.00 0.099
H -2.945050 -2.102738 -1.539350 0.01 0.00 0.01 0.112
H -4.504292 -2.887408 -1.635173 -0.04 0.00 0.06 0.106
H -2.020930 -3.887606 -0.166973 -0.04 -0.07 0.03 0.031
H -2.882600 -4.642661 -1.498479 0.00 0.01 -0.01 0.071
H -3.610356 -4.611620 0.104995 -0.03 0.02 0.01 0.066
H -3.568136 -0.375047 1.440892 -0.02 -0.02 0.01 0.101
H -2.379546 -0.801354 0.250129 0.00 -0.02 -0.02 0.114
H -3.097961 -2.716077 2.541328 -0.01 0.01 0.00 0.068
H -1.882311 -1.453241 2.693987 0.03 0.03 0.01 0.055
H -1.646744 -2.745821 1.534971 -0.03 -0.02 0.02 0.050
C 2.173093 4.536531 -1.353000 -0.01 0.01 0.06 -0.078
C 2.037801 3.502852 -2.459115 0.01 0.03 0.03 -0.270
N 0.662782 3.108726 -2.716024 0.07 0.03 -0.09 -0.196
C 0.544506 1.911787 -3.525772 -0.03 -0.13 0.04 -0.247
C 1.032369 1.966841 -4.980724 -0.05 -0.02 -0.01 -0.088
C -0.258531 4.186070 -3.016281 -0.09 0.06 0.03 -0.250
C 0.052154 5.085096 -4.223504 -0.06 0.00 0.01 -0.087
H 1.696394 4.187136 -0.436743 -0.01 -0.01 0.00 0.076
H 3.228789 4.701066 -1.136228 0.01 -0.01 0.01 0.075
H 1.740559 5.501260 -1.625408 -0.01 0.00 -0.04 0.062
H 2.569348 2.601821 -2.149648 0.03 -0.08 0.00 0.112
H 2.555348 3.870931 -3.362004 -0.03 0.01 -0.01 0.099
H -0.504977 1.601906 -3.514373 0.00 0.02 0.00 0.111
H 1.096341 1.120903 -3.008469 0.01 0.03 0.00 0.099
H 0.350495 2.524245 -5.623464 0.02 0.04 0.01 0.051
H 1.102293 0.952793 -5.380313 -0.01 0.00 0.00 0.067
H 2.021996 2.418153 -5.059089 0.02 0.01 0.02 0.063
H -0.333608 4.818956 -2.129381 0.04 0.00 0.02 0.101
H -1.250458 3.742837 -3.140337 0.01 -0.02 -0.02 0.112
H 1.104774 5.370326 -4.251192 0.01 0.00 0.03 0.063
H -0.533835 6.004765 -4.158533 -0.01 -0.01 0.00 0.066
H -0.193623 4.607449 -5.171558 0.06 -0.03 -0.01 0.051
```
Positions in Å, forces in eV/Å.

---

[2]
Formula: C23H58Cl6O20P4
Source: OMol25
Level of theory: ωB97M-V/def2-TZVPD

For the gap between HOMO and LUMO (spin up / spin down), the calculation gives 1.2 / 10.0 eV. The expectation value of S² is 0.750. As for the multiplicity: 2. Its total charge is -1. For the total energy, the calculation gives -178037.045 eV. For the HOMO energy (spin up / spin down), the calculation gives 0.6899 / -8.1777 eV.

The geometry in XYZ format:
```
111
Properties=species:S:1:pos:R:3:forces:R:3:lowdin_charge:R:1
C 0.020203 0.238705 0.135906 -0.87 0.47 -0.87 -0.873
Cl -1.208537 1.297265 0.920676 0.74 -0.56 -0.08 0.608
Cl -0.872177 -0.902085 -0.978014 0.44 0.26 0.50 0.523
H 0.604363 0.901365 -0.502654 0.11 -0.26 0.22 0.000
H 0.642893 -0.322145 0.832906 -0.39 0.16 0.03 0.003
C 3.706963 -0.692725 2.034826 0.14 -1.59 -0.68 -1.023
Cl 5.181163 -0.399335 1.122186 0.79 0.71 0.28 0.530
Cl 3.955983 -1.932485 3.300936 0.12 0.33 0.37 0.466
H 3.250093 0.204645 2.452096 0.08 -0.24 -0.42 0.016
H 3.217523 -1.289115 1.264846 -1.13 0.78 0.40 -0.006
C -0.898647 -3.713445 3.642686 -0.14 0.21 0.61 -0.964
Cl 0.087893 -2.643225 2.594956 -0.40 -0.64 0.32 0.546
Cl -1.055027 -2.945945 5.269516 -0.04 -0.25 -0.40 0.467
H -1.904497 -3.866255 3.251526 0.32 0.35 -0.17 0.026
H -0.454257 -4.697175 3.793966 0.28 0.42 -0.27 0.016
C 4.721413 2.875985 3.181986 -0.63 -0.32 -0.71 -0.124
O 4.610933 3.177145 1.785926 -0.48 0.57 -2.21 -0.289
P 3.264973 3.208505 0.823636 0.56 1.16 2.19 0.496
O 2.640943 1.875485 0.693636 0.08 0.78 -0.35 -0.265
O 2.334223 4.262045 1.680096 1.67 -0.05 -1.25 -0.253
C 2.874613 5.618735 1.875026 -1.44 0.49 0.24 -0.176
O 3.678873 4.021945 -0.526694 -0.23 -0.47 3.50 -0.263
C 3.701893 3.374135 -1.766304 -0.11 0.10 -1.31 -0.158
H 3.713213 2.753445 3.577736 0.12 0.10 0.44 0.083
H 5.285253 3.667305 3.675936 -0.25 0.08 -0.06 0.081
H 5.278243 1.943255 3.271756 -0.05 -0.06 0.05 0.067
H 3.770873 5.924205 1.335116 0.09 -0.74 0.03 0.072
H 2.919083 5.868635 2.935056 0.59 -0.70 0.19 0.075
H 2.093953 6.318475 1.576656 -0.14 -0.16 -0.60 0.044
H 2.759333 3.574495 -2.275744 -0.26 -0.53 0.06 0.070
H 3.923813 2.314295 -1.641354 -0.02 0.03 -0.36 0.076
H 4.429543 3.910145 -2.375654 0.38 -0.37 0.11 0.079
C 5.992543 -1.760525 -2.231464 0.93 -0.51 -0.38 -0.108
O 4.851593 -1.327665 -3.004374 -0.45 -0.46 0.17 -0.213
P 3.527133 -2.212445 -3.080334 -1.99 -0.35 -1.09 0.467
O 2.856293 -2.657875 -1.835304 1.25 0.14 -0.52 -0.254
O 2.487533 -1.364365 -3.994304 1.29 -0.39 -0.01 -0.212
C 1.889913 -0.149435 -3.577834 -0.35 1.50 0.31 -0.118
O 3.833833 -3.439105 -4.157694 1.15 2.65 1.69 -0.231
C 3.070233 -4.591585 -3.982374 -0.45 -1.01 -0.57 -0.152
H 6.303943 -1.101675 -1.420874 -1.03 0.13 0.12 0.047
H 6.881553 -1.754585 -2.862114 -0.27 -0.04 -0.55 0.081
H 5.882523 -2.791215 -1.894324 -0.23 0.16 0.28 0.086
H 0.982553 -0.276965 -2.987474 0.39 -0.50 0.47 0.036
H 1.533963 0.507005 -4.371854 0.21 -0.75 -0.91 0.071
H 2.589253 0.542535 -3.108574 0.16 -0.41 0.60 0.081
H 3.090103 -4.958825 -2.956294 -0.38 0.21 0.02 0.082
H 3.507473 -5.367995 -4.610154 0.11 0.03 -0.06 0.084
H 2.083033 -4.373365 -4.389704 -0.36 -0.37 0.47 0.092
C -0.552667 1.055005 4.288016 -0.04 -1.14 -1.33 -0.143
O -0.580367 2.352475 3.665636 -1.76 1.02 1.36 -0.298
P -1.801267 3.368425 4.210786 1.91 0.82 3.28 0.518
O -2.008237 3.300455 5.742036 0.16 -0.19 -4.43 -0.296
O -3.110467 3.236355 3.288536 0.99 -0.33 -0.36 -0.232
C -4.038427 2.153525 3.415656 -0.48 -0.16 1.79 -0.096
O -1.200057 4.804305 3.757106 -0.21 -1.77 0.34 -0.231
C -0.909807 4.981335 2.349226 -0.34 0.58 0.01 -0.108
H 0.313473 0.775205 4.887696 -0.16 1.26 0.93 0.087
H -0.351077 0.323485 3.505496 -0.60 0.07 -0.63 0.027
H -1.526697 0.809805 4.711386 0.37 -0.07 0.46 0.077
H -3.918307 1.276135 2.780166 0.40 0.54 -0.56 0.077
H -5.050757 2.555545 3.374806 0.18 0.06 -0.57 0.091
H -3.953057 1.788405 4.439126 0.00 -0.20 0.17 0.076
H -1.755577 5.583605 2.017506 -0.03 -0.55 -0.80 0.078
H -0.709437 4.026905 1.862386 -0.48 0.11 -0.20 0.047
H -0.027617 5.590785 2.153226 0.14 -0.04 0.76 0.060
C -2.675337 -7.846455 -0.435174 -2.37 -0.06 -0.14 -0.150
O -1.639297 -6.936595 -0.576774 2.65 0.80 1.62 -0.223
P -0.726567 -6.601795 0.747516 0.38 2.04 -1.20 0.541
O -1.471547 -6.147335 1.952526 0.59 -1.15 -0.95 -0.252
O 0.269523 -5.386745 0.209506 -1.16 -2.67 0.87 -0.251
C -0.172617 -4.226815 -0.548224 -0.15 -0.86 -0.52 -0.114
O 0.167273 -7.967515 0.894676 -2.69 1.60 -2.79 -0.201
C 0.990513 -8.134395 1.952236 2.34 0.77 2.52 -0.172
H -2.579427 -8.726835 -1.070644 0.47 -0.08 0.29 0.091
H -3.565767 -7.323015 -0.783354 -0.19 -0.05 -0.28 0.088
H -2.955267 -8.069365 0.594416 0.57 -0.36 0.14 0.087
H -0.191307 -3.329045 0.069636 0.25 -0.36 -0.16 -0.016
H -1.154397 -4.411375 -0.984274 -0.17 0.05 0.21 0.079
H 0.524113 -4.209805 -1.386314 0.10 0.66 0.22 0.079
H 2.026523 -8.327315 1.673706 -0.06 -0.35 -0.59 0.092
H 0.694893 -8.922325 2.644956 -0.38 0.09 -0.08 0.096
H 1.091853 -7.173445 2.456626 -0.11 -0.15 0.75 0.083
O 0.520523 2.769665 -3.715644 -1.74 -0.46 -0.35 0.065
C -0.510167 3.131295 -3.166404 1.50 -1.01 0.75 -0.518
O -1.718407 2.483235 -3.144304 0.81 1.20 0.63 -0.016
C -1.777107 1.291555 -3.840104 -0.80 -1.59 -1.60 -0.286
C -1.782187 1.524055 -5.323994 1.28 -0.32 -1.58 -0.079
C -0.455677 4.187935 -2.142394 -0.09 1.68 -0.60 -0.048
H -2.746317 0.796115 -3.782964 -0.14 0.32 1.62 0.113
H -1.009597 0.583005 -3.528664 0.04 0.18 0.07 0.080
H -0.840297 1.192945 -5.761394 0.29 0.46 -0.09 0.069
H -1.933417 2.576565 -5.563684 -0.07 -0.10 -0.04 0.088
H -2.498957 0.907575 -5.866474 -0.43 0.17 0.25 0.071
H -1.340137 4.819445 -2.226194 -0.32 -0.31 0.87 0.072
H 0.354183 4.886245 -2.353554 0.23 -0.30 -0.14 0.061
H -0.211457 3.735015 -1.181494 -0.59 0.04 0.26 0.077
O -6.388257 2.227985 0.589956 -0.50 -0.08 0.98 0.081
C -6.110737 2.583955 -0.521824 -0.95 1.35 0.64 -0.597
O -5.188207 2.022815 -1.237034 2.08 -1.81 -0.16 0.013
C -4.415897 0.865165 -0.591014 -0.77 -0.77 -1.38 -0.136
C -5.358587 -0.316075 -0.265484 -0.55 1.23 0.78 -0.070
C -6.700657 3.830935 -1.147914 -0.21 1.39 -0.84 -0.002
H -3.772297 1.111315 0.253556 -0.52 0.75 -0.11 0.051
H -3.765847 0.589165 -1.421284 0.07 0.17 0.10 0.086
H -6.116997 -0.395385 -1.044344 0.18 -0.34 -0.13 0.080
H -5.896697 -0.031475 0.638696 -0.17 -0.05 -0.06 0.057
H -4.918437 -1.277305 -0.000154 0.55 0.15 -0.62 0.075
H -5.978717 4.646965 -1.116354 0.57 -0.21 0.24 0.078
H -7.566447 4.311535 -0.692354 -0.05 -0.87 0.72 0.078
H -6.964547 3.855935 -2.205194 0.26 -0.92 -0.18 0.075
```
Positions in Å, forces in eV/Å.

---

Q: What is the total charge in the second record?
A: -1

---

Q: Number 2 is which compound?
A: C23H58Cl6O20P4

---

Q: What is the formula in the second record?
A: C23H58Cl6O20P4